(1)
C19H22N2O5 | the ωB97M-V functional and the def2-TZVPD basis

Its HOMO energy is -8.7379 eV. Its energy above the lowest of the compared OMol25 structures with the same formula, charge and spin is 38.7 kcal/mol. The molar mass is 358.39 g mol⁻¹.

Positions of all 48 atoms, in Å:
C 3.59 2.98 -0.63
C 2.08 2.78 -0.66
C 1.36 4.06 -0.29
C 1.68 1.66 0.31
N 2.33 0.40 0.01
C 3.21 -0.17 0.86
O 3.64 0.38 1.86
C 3.65 -1.52 0.45
C 4.49 -2.40 1.09
C 4.55 -3.54 0.27
C 3.76 -3.28 -0.81
O 3.21 -2.06 -0.71
C 0.20 1.32 0.27
O -0.47 1.04 1.22
O -0.25 1.27 -0.99
C -1.47 0.56 -1.14
C -1.21 -0.89 -0.71
O -0.10 -1.37 -0.84
N -2.27 -1.58 -0.24
C -2.10 -2.97 0.14
C -3.52 -1.00 0.08
C -4.64 -1.31 -0.68
C -5.87 -0.78 -0.33
C -5.99 0.06 0.77
C -4.87 0.36 1.52
C -3.63 -0.17 1.19
H 3.88 3.77 -1.31
H 4.11 2.07 -0.93
H 3.92 3.23 0.37
H 1.78 2.47 -1.67
H 0.28 3.92 -0.32
H 1.62 4.86 -0.98
H 1.64 4.37 0.72
H 1.97 1.92 1.34
H 1.91 -0.18 -0.71
H 4.98 -2.23 2.03
H 5.11 -4.44 0.45
H 3.52 -3.85 -1.68
H -2.27 1.03 -0.56
H -1.71 0.59 -2.21
H -1.09 -3.28 -0.15
H -2.84 -3.59 -0.37
H -2.22 -3.08 1.22
H -4.55 -1.96 -1.53
H -6.75 -1.02 -0.92
H -6.95 0.47 1.03
H -4.96 1.02 2.38
H -2.75 0.07 1.77

(2)
C3H5N3S2 | the ωB97M-V functional and the def2-TZVPD basis

Its HOMO energy is -8.8354 eV. Its energy above the lowest of the compared OMol25 structures with the same formula, charge and spin is 83.3 kcal/mol. The molar mass is 147.23 g mol⁻¹.

Positions of all 13 atoms, in Å:
H -1.10 0.68 -3.16
N -1.55 0.01 -2.41
C -0.88 -0.08 -1.30
N -1.36 -1.22 -0.60
N -1.13 -1.18 0.82
C -1.97 -1.98 1.44
S 0.18 1.17 -0.58
C 1.36 0.28 0.54
S 2.57 0.93 1.27
H -2.15 -1.68 -1.04
H -2.77 -2.55 0.99
H -1.83 -1.61 2.56
H 0.96 -0.83 0.80

(3)
C3H9N2O | the ωB97M-V functional and the def2-TZVPD basis

Its HOMO energy is -13.3478 eV. Its energy above the lowest of the compared OMol25 structures with the same formula, charge and spin is 138.4 kcal/mol. The total charge is +1. The molar mass is 89.12 g mol⁻¹.

Positions of all 15 atoms, in Å:
N -1.36 -1.05 1.23
C -0.91 -0.36 0.04
C -0.35 1.67 -0.44
C 0.51 -0.27 0.05
N 1.18 -1.22 -0.85
O 1.27 0.30 1.01
H -0.88 -0.94 2.03
H -2.09 -1.80 1.34
H 1.87 1.02 0.64
H -1.38 -0.68 -0.85
H -1.31 2.00 -0.01
H -0.47 1.49 -1.44
H 0.63 2.24 -0.30
H 1.13 -0.90 -1.78
H 2.15 -1.51 -0.67